ORCA calculation (wB97M-V/def2-TZVPD) on 3 unconnected molecules or ions with the total composition C15H33BrINO4 in a non-equilibrium geometry.

The structure (SMILES) is CCCCCCCN(Br)C(=O)O[C@@H](I)CC.CCO.CCO. The HOMO-LUMO gap comes out at 0.3555 Eh. The HOMO energy comes out at -9.6 eV.

Cartesian coordinates (Å):
1 C 2.20371 0.51509 0.67956
2 C 1.14779 1.58481 0.33539
3 C -0.25302 1.05955 0.64498
4 C -1.34745 1.64556 -0.24862
5 C -2.77377 1.53072 0.29840
6 C -3.31245 0.08984 0.42392
7 C -2.96296 -0.54787 1.75587
8 N -3.42324 -1.95277 1.82921
9 Br -2.93203 -2.66373 3.50727
10 C -2.88560 -2.79362 0.79184
11 O -3.56963 -3.25934 -0.11665
12 O -1.54296 -2.97426 0.89770
13 C -0.90985 -3.66819 -0.14786
14 I -0.84377 -2.46018 -1.95423
15 C 0.45529 -4.10731 0.38006
16 C 1.57859 -4.30147 -0.62858
17 H 1.87265 -0.10268 1.51911
18 H 2.32123 -0.16568 -0.16963
19 H 3.17708 0.94416 0.92029
20 H 1.35603 2.51114 0.86890
21 H 1.20992 1.76638 -0.73959
22 H -0.20221 -0.02448 0.50057
23 H -0.53953 1.22292 1.68874
24 H -1.12795 2.70968 -0.39034
25 H -1.33677 1.18529 -1.24170
26 H -3.42654 2.03765 -0.41916
27 H -2.86655 2.07193 1.24479
28 H -2.94321 -0.48637 -0.43010
29 H -4.40176 0.11573 0.33586
30 H -3.50747 -0.01593 2.54031
31 H -1.90142 -0.47097 2.00041
32 H -1.49685 -4.53055 -0.45609
33 H 0.74421 -3.44440 1.19516
34 H 0.26555 -5.08820 0.83232
35 H 1.24934 -4.88341 -1.49304
36 H 1.99852 -3.35628 -0.97595
37 H 2.39321 -4.86196 -0.16323
38 C 2.32002 -2.03678 -5.21848
39 C 2.79497 -0.78944 -4.49649
40 O 1.71389 -0.03995 -3.95112
41 H 1.62705 -1.77104 -6.01708
42 H 3.15887 -2.58468 -5.65040
43 H 1.79452 -2.70316 -4.52945
44 H 3.30619 -0.11818 -5.18506
45 H 3.50096 -1.05523 -3.70132
46 H 1.25325 -0.61288 -3.33239
47 C 1.47875 5.57378 3.41730
48 C 0.36942 5.31626 2.41493
49 O 0.03411 3.93289 2.32660
50 H 2.36911 5.00337 3.15189
51 H 1.73861 6.63252 3.45100
52 H 1.17278 5.26587 4.41997
53 H 0.68247 5.61005 1.41412
54 H -0.52089 5.89852 2.67497
55 H -0.26020 3.64729 3.19515


ORCA calculation (wB97M-V/def2-TZVPD) on 2 unconnected molecules or ions with the total composition C4H14NO in a non-equilibrium geometry.

The energy relative to the best compared isomer or geometry (same formula, charge and spin) is 1.137 eV. The HOMO-LUMO gap comes out at 0.4243 Eh. The HOMO energy comes out at -14.9 eV. As for the total charge: +1.

Cartesian coordinates (Å):
1 C 0.48555 1.12092 -0.26464
2 C 1.05159 0.12968 0.72396
3 C 0.33237 0.14777 2.13827
4 C -0.93862 -0.65348 2.30232
5 N -0.73096 0.68560 -1.03969
6 H 0.25111 2.05909 0.24633
7 H 1.32697 1.46827 -0.90319
8 H 1.17034 -0.89827 0.29938
9 H 2.08833 0.34196 0.96799
10 H 1.13231 -0.28074 2.74741
11 H 0.24794 1.23590 2.45240
12 H -1.76384 -0.04971 1.84996
13 H -1.21178 -0.81796 3.32392
14 H -0.94629 -1.55390 1.65183
15 H -1.19556 -0.22852 -0.90779
16 H -0.40267 0.68594 -2.00285
17 H -1.51953 1.36142 -1.06949
18 H 0.06633 -2.13951 -2.97364
19 H 0.54228 -0.79956 -3.66871
20 O -0.03999 -1.18555 -3.01088


ORCA calculation (wB97M-V/def2-TZVPD) on a molecular structure, C22H46F8N2O24S8Zr in a non-equilibrium geometry.

The energy relative to the best compared isomer or geometry (same formula, charge and spin) is 0.000 eV. The HOMO-LUMO gap comes out at 0.1539 Eh. The HOMO energy comes out at -13.8 eV. As for the total charge: +2.

Cartesian coordinates (Å):
1 Zr 2.92034 -0.27139 0.00259
2 C 1.10325 4.31336 -2.62423
3 F 0.47195 5.04992 -3.48759
4 F 2.22786 4.91850 -2.22488
5 F 0.32705 4.12345 -1.56667
6 S 1.55318 2.63685 -3.40362
7 O 0.86936 1.65706 -2.58171
8 O 1.23558 2.63730 -4.77947
9 N 3.17091 2.39431 -3.08531
10 S 3.92947 3.06965 -4.33864
11 O 4.08540 2.10861 -5.38221
12 O 3.49583 4.38866 -4.64466
13 C 5.61972 3.28339 -3.55838
14 F 5.46609 3.73179 -2.30126
15 F 6.26527 2.11377 -3.60141
16 F 6.37011 4.12953 -4.22552
17 N 0.91882 -0.30531 -0.39445
18 S 0.03342 -1.38283 -1.20886
19 O -0.19684 -1.11839 -2.56864
20 O -0.77376 -2.29109 -0.49377
21 F 1.42211 -2.24760 -1.35287
22 S -0.43632 0.62803 0.11878
23 O -0.70926 0.39608 1.48598
24 O -1.47140 0.97850 -0.77047
25 F 0.29834 2.00927 0.19324
26 C -2.71486 -3.77898 2.90801
27 C -3.02311 -2.30989 2.52526
28 C -4.52923 -2.00691 2.36502
29 S -5.29044 -3.64688 2.72038
30 O -5.32070 -4.45663 1.53440
31 O -6.45271 -3.50206 3.54528
32 C -3.89722 -4.22245 3.72262
33 H -1.77706 -3.86189 3.45846
34 H -2.61463 -4.37859 2.00158
35 H -2.56250 -2.01046 1.58633
36 H -2.52970 -1.80359 3.35676
37 H -4.67967 -1.56113 1.38687
38 H -4.94928 -1.33109 3.10634
39 H -4.04866 -5.28644 3.90633
40 H -3.89772 -3.80080 4.73130
41 C -1.12168 -1.21502 5.92663
42 C 0.28892 -1.81988 6.10570
43 C 1.18729 -0.65363 6.40152
44 S 0.54441 0.70439 5.36707
45 O 1.41756 0.86327 4.19420
46 O 0.41486 1.84858 6.22191
47 C -1.02804 -0.09649 4.89596
48 H -1.32784 -0.77266 6.90679
49 H -1.91380 -1.92844 5.71514
50 H 0.57391 -2.37526 5.20667
51 H 0.21640 -2.56658 6.89490
52 H 2.23179 -0.70431 6.08816
53 H 1.23349 -0.34398 7.44350
54 H -0.82098 -0.51015 3.91019
55 H -1.80316 0.66318 4.91646
56 C -1.23928 -2.07355 -6.10691
57 C -1.88406 -2.98212 -5.04697
58 C -1.14192 -4.31020 -4.99828
59 S 0.60053 -3.87003 -5.35444
60 O 1.05853 -4.69936 -6.43364
61 O 1.41603 -3.75296 -4.15517
62 C 0.26457 -2.20578 -6.00120
63 H -1.51809 -1.02431 -6.01041
64 H -1.62220 -2.33670 -7.09623
65 H -2.94998 -3.03867 -5.25465
66 H -1.79480 -2.46489 -4.08578
67 H -1.54976 -4.89325 -5.82357
68 H -1.17166 -4.89810 -4.08603
69 H 0.96093 -2.00561 -6.80945
70 H 0.58720 -1.59427 -5.14992
71 C 0.20732 5.35496 5.30627
72 C -0.82605 6.29227 4.63868
73 O -1.27147 5.59416 3.43736
74 S -0.57145 4.18234 3.27836
75 O -0.08595 4.04994 1.94982
76 O -1.34933 3.15050 3.86100
77 O 0.63482 4.51701 4.23649
78 H -0.25248 4.77997 6.11175
79 H 1.02505 5.89846 5.76891
80 H -0.40449 7.25605 4.37465
81 H -1.75215 6.35015 5.20353
82 C 3.01430 2.94348 0.48001
83 C 2.62250 2.41387 1.84446
84 O 2.21219 1.03351 1.70502
85 O 3.12424 1.82614 -0.43598
86 H 3.94330 3.50572 0.58689
87 H 2.29008 3.66250 0.10535
88 H 1.82730 3.04770 2.23068
89 H 3.44549 2.51936 2.55167
90 H 1.82694 0.80595 2.61378
91 H 3.42871 2.20851 -1.36599
92 C 4.14318 -2.43443 -2.17169
93 C 3.58222 -1.30686 -3.00943
94 O 3.08579 -0.22029 -2.15288
95 O 4.20942 -2.03990 -0.75131
96 H 5.11028 -2.75634 -2.55255
97 H 3.46747 -3.28672 -2.25918
98 H 2.71873 -1.60459 -3.60836
99 H 4.28292 -0.91108 -3.74676
100 H 3.00386 0.62310 -2.72587
101 H 4.68848 -2.77224 -0.32934
102 C -4.63236 -1.35115 -2.18958
103 C -4.35437 0.02711 -2.72846
104 O -3.46845 -0.00872 -3.83938
105 O -3.38312 -1.89724 -1.75008
106 H -5.05220 -1.97444 -2.98709
107 H -5.34455 -1.39781 -1.36151
108 H -3.85558 0.56213 -1.90995
109 H -5.24746 0.54422 -3.06520
110 H -2.60095 -0.27160 -3.51463
111 H -3.46035 -2.85255 -1.67257